No. 1
ORCA calculation (ωB97M-V/def2-TZVPD) on a structure of composition C30H84BrCaF2N7O13S2 in a non-equilibrium geometry.

CARTESIAN COORDINATES (ANGSTROEM)
Ca (2.440, -0.243, -1.054)
Br (-0.389, -0.119, -0.378)
N (2.538, -1.533, -2.804)
S (2.057, -3.151, -2.905)
O (2.938, -4.161, -2.291)
O (1.195, -3.508, -4.040)
F (0.942, -3.042, -1.703)
S (2.981, -1.528, -4.273)
O (1.973, -1.114, -5.231)
O (4.003, -2.513, -4.664)
F (3.903, -0.241, -4.141)
C (1.626, 1.832, 2.726)
C (2.765, 0.873, 2.371)
O (3.128, 0.951, 0.985)
H (0.890, 1.881, 1.924)
H (1.962, 2.866, 2.652)
H (1.268, 1.631, 3.736)
H (2.458, -0.136, 2.648)
H (3.528, 1.232, 3.062)
H (3.433, 1.856, 0.883)
C (1.487, -2.886, 5.297)
C (1.166, -3.833, 4.103)
O (1.282, -3.204, 2.839)
H (0.670, -2.200, 5.521)
H (2.317, -2.239, 5.013)
H (1.677, -3.440, 6.216)
H (0.157, -4.238, 4.182)
H (1.918, -4.619, 4.046)
H (0.389, -3.153, 2.492)
C (1.202, 5.760, 1.363)
C (1.255, 5.334, -0.073)
O (0.841, 3.996, -0.429)
H (0.149, 5.800, 1.638)
H (1.632, 6.758, 1.453)
H (1.666, 5.077, 2.074)
H (2.289, 5.315, -0.419)
H (0.778, 6.071, -0.719)
H (-0.113, 3.969, -0.329)
C (0.688, 2.258, -3.750)
C (2.178, 2.449, -3.440)
C (2.617, 3.907, -3.467)
O (3.896, 4.161, -2.930)
C (4.323, 5.476, -2.970)
N (2.397, 1.948, -2.053)
H (0.264, 1.261, -3.631)
H (0.485, 2.567, -4.775)
H (0.120, 2.975, -3.157)
H (2.753, 1.899, -4.186)
H (1.926, 4.519, -2.886)
H (2.606, 4.258, -4.499)
H (5.376, 5.564, -2.700)
H (3.633, 6.010, -2.318)
H (4.283, 5.836, -3.998)
H (1.784, 2.472, -1.444)
H (3.282, 2.382, -1.832)
C (-1.584, -0.832, 4.326)
C (-2.628, 0.164, 3.747)
C (-2.055, 1.554, 3.328)
O (-3.099, 2.324, 2.819)
C (-3.045, 3.680, 3.112)
N (-2.965, -0.411, 2.476)
H (-1.387, -0.674, 5.386)
H (-0.619, -0.879, 3.822)
H (-2.000, -1.838, 4.264)
H (-3.451, 0.236, 4.458)
H (-1.342, 1.413, 2.515)
H (-1.522, 1.898, 4.214)
H (-3.317, 3.788, 4.162)
H (-3.923, 4.070, 2.595)
H (-2.094, 4.176, 2.922)
H (-3.792, -0.001, 2.066)
H (-2.214, -0.223, 1.828)
C (4.845, -3.156, 1.355)
C (4.362, -1.937, 0.583)
C (5.142, -1.629, -0.705)
O (4.868, -0.226, -1.026)
C (5.904, 0.391, -1.844)
N (2.910, -2.102, 0.339)
H (4.433, -3.286, 2.356)
H (5.924, -3.105, 1.501)
H (4.786, -4.107, 0.826)
H (4.481, -1.030, 1.175)
H (4.780, -2.320, -1.466)
H (6.226, -1.663, -0.604)
H (5.951, -0.179, -2.772)
H (6.847, 0.627, -1.350)
H (5.554, 1.340, -2.249)
H (2.585, -2.323, 1.270)
H (2.846, -2.982, -0.152)
C (-0.998, -4.869, 0.256)
C (-1.972, -4.152, 1.216)
C (-2.283, -5.047, 2.413)
O (-3.087, -6.159, 2.072)
C (-3.379, -6.965, 3.229)
N (-1.249, -2.893, 1.724)
H (-0.954, -4.455, -0.751)
H (-1.276, -5.921, 0.187)
H (0.022, -4.941, 0.635)
H (-2.926, -3.934, 0.737)
H (-2.698, -4.495, 3.256)
H (-1.313, -5.423, 2.740)
H (-4.087, -6.454, 3.882)
H (-2.501, -7.191, 3.835)
H (-3.913, -7.819, 2.814)
H (-1.875, -2.272, 2.215)
H (-0.871, -2.311, 0.990)
C (-1.442, -1.504, -4.427)
C (-2.653, -0.805, -3.739)
C (-3.209, -1.763, -2.656)
O (-4.279, -1.154, -1.926)
C (-4.615, -2.035, -0.853)
N (-2.241, 0.470, -3.250)
H (-1.759, -2.296, -5.105)
H (-0.741, -2.007, -3.761)
H (-0.869, -0.757, -4.977)
H (-3.465, -0.645, -4.449)
H (-2.410, -1.965, -1.942)
H (-3.584, -2.692, -3.086)
H (-3.894, -1.837, -0.060)
H (-4.750, -3.073, -1.158)
H (-5.615, -1.782, -0.499)
H (-3.022, 0.689, -2.649)
H (-1.485, 0.391, -2.585)
C (-2.623, 4.029, -1.973)
C (-3.007, 3.480, -0.595)
C (-4.078, 2.328, -0.653)
O (-5.185, 2.751, -1.462)
C (-6.200, 1.843, -1.463)
N (-1.823, 2.956, 0.123)
H (-1.869, 4.807, -1.850)
H (-3.531, 4.417, -2.435)
H (-2.306, 3.212, -2.621)
H (-3.480, 4.164, 0.110)
H (-4.343, 1.997, 0.351)
H (-3.604, 1.444, -1.080)
H (-6.489, 1.759, -0.416)
H (-5.936, 0.939, -2.013)
H (-7.008, 2.371, -1.969)
H (-2.140, 2.570, 1.001)
H (-1.405, 2.198, -0.398)

Calculated values
**Energy**: -185106.759 eV
**HOMO-LUMO gap**: 0.3085 hartree
**Lowest unoccupied orbital energy**: -0.11 eV


No. 2
ORCA calculation (ωB97M-V/def2-TZVPD) on a cluster of 10 separate species, C30H84N16O14 in total in a non-equilibrium geometry.

CARTESIAN COORDINATES (ANGSTROEM)
C (1.064, -4.591, -0.773)
O (1.654, -5.157, -1.919)
C (1.549, -6.557, -2.073)
C (2.579, -7.268, -2.962)
N (2.181, -7.078, -4.366)
C (3.290, -7.442, -5.239)
C (2.977, -7.654, -6.731)
O (3.303, -8.965, -7.130)
C (3.078, -9.198, -8.502)
H (-0.025, -4.575, -0.885)
H (1.358, -3.552, -0.630)
H (1.349, -5.176, 0.107)
H (0.522, -6.882, -2.271)
H (1.685, -6.942, -1.050)
H (2.802, -8.259, -2.580)
H (3.516, -6.689, -2.896)
H (1.947, -6.098, -4.455)
H (3.771, -8.378, -4.938)
H (4.130, -6.754, -5.058)
H (3.532, -6.928, -7.337)
H (1.920, -7.440, -6.917)
H (3.687, -8.474, -9.054)
H (2.055, -9.074, -8.875)
H (3.376, -10.219, -8.727)
C (-0.061, 4.383, -1.872)
O (-1.154, 4.034, -2.694)
C (-1.673, 5.165, -3.402)
C (-2.586, 6.004, -2.539)
N (-1.816, 6.832, -1.599)
C (-2.657, 7.911, -1.049)
C (-1.809, 8.638, -0.023)
O (-1.423, 7.663, 0.958)
C (-0.454, 8.184, 1.869)
H (0.311, 3.568, -1.247)
H (-0.068, 5.281, -1.258)
H (0.800, 4.526, -2.543)
H (-2.338, 4.646, -4.104)
H (-0.952, 5.703, -4.020)
H (-3.163, 5.286, -1.936)
H (-3.345, 6.538, -3.110)
H (-1.565, 6.323, -0.763)
H (-3.434, 7.368, -0.487)
H (-3.127, 8.491, -1.839)
H (-2.458, 9.419, 0.399)
H (-0.936, 9.217, -0.332)
H (-0.090, 7.287, 2.372)
H (-0.914, 8.811, 2.632)
H (0.368, 8.635, 1.311)
C (4.425, 4.366, -0.600)
O (3.403, 4.887, 0.195)
C (2.721, 3.941, 0.987)
C (1.913, 4.804, 2.001)
N (0.821, 3.973, 2.513)
C (0.985, 3.093, 3.675)
C (1.865, 1.882, 3.322)
O (1.387, 0.881, 4.255)
C (2.249, -0.243, 4.277)
H (5.016, 5.055, -1.201)
H (3.932, 3.733, -1.359)
H (5.124, 3.685, -0.100)
H (3.459, 3.333, 1.521)
H (2.083, 3.308, 0.362)
H (1.693, 5.774, 1.562)
H (2.534, 5.007, 2.882)
H (-0.087, 4.408, 2.502)
H (-0.044, 2.752, 3.778)
H (1.402, 3.491, 4.604)
H (2.914, 2.130, 3.498)
H (1.710, 1.492, 2.316)
H (3.166, -0.115, 4.849)
H (2.410, -0.786, 3.338)
H (1.603, -1.002, 4.739)
C (-0.632, 2.253, 9.011)
O (-1.187, 2.341, 7.702)
C (-0.868, 1.261, 6.860)
C (-1.866, 1.249, 5.711)
N (-1.540, 0.269, 4.686)
C (-2.674, -0.115, 3.842)
C (-3.749, -0.872, 4.582)
O (-3.800, -2.198, 4.023)
C (-4.863, -2.961, 4.502)
H (-0.870, 1.265, 9.405)
H (-0.995, 3.063, 9.639)
H (0.441, 2.449, 8.928)
H (-1.098, 0.310, 7.356)
H (0.123, 1.361, 6.412)
H (-1.832, 2.284, 5.317)
H (-2.889, 1.314, 6.094)
H (-0.772, 0.669, 4.162)
H (-2.352, -0.751, 3.021)
H (-3.116, 0.803, 3.440)
H (-4.730, -0.395, 4.511)
H (-3.530, -0.970, 5.649)
H (-5.780, -2.388, 4.681)
H (-4.751, -3.516, 5.444)
H (-5.180, -3.773, 3.841)
N (4.106, 0.253, -1.218)
C (5.203, 0.199, -0.473)
N (6.328, -0.381, -1.021)
O (5.235, 0.614, 0.700)
H (4.198, -0.102, -2.152)
H (3.246, 0.580, -0.792)
H (7.173, -0.280, -0.497)
H (6.157, -1.040, -1.757)
N (-3.464, -2.173, -4.897)
C (-3.689, -2.773, -3.687)
N (-2.671, -2.876, -2.844)
O (-4.854, -3.161, -3.473)
H (-2.610, -1.720, -5.173)
H (-4.308, -1.940, -5.384)
H (-2.732, -3.172, -1.872)
H (-1.740, -2.606, -3.135)
N (-0.427, 0.911, 0.744)
C (0.288, -0.029, 0.071)
N (-0.415, -1.149, -0.168)
O (1.467, 0.161, -0.273)
H (-1.299, 0.469, 1.022)
H (-0.069, 1.828, 0.928)
H (-0.261, -1.811, -0.912)
H (-1.071, -1.540, 0.495)
N (-3.032, 1.466, -0.932)
C (-3.692, 0.543, -0.227)
N (-4.996, 0.338, -0.540)
O (-3.192, -0.029, 0.768)
H (-2.126, 1.706, -0.558)
H (-3.444, 2.042, -1.639)
H (-5.418, -0.420, -0.033)
H (-5.339, 0.715, -1.402)
N (1.499, -1.272, -4.807)
C (1.326, -2.183, -3.807)
N (2.243, -3.165, -3.751)
O (0.384, -2.077, -3.013)
H (0.960, -0.426, -4.734)
H (2.228, -1.282, -5.494)
H (2.960, -3.204, -4.449)
H (1.988, -3.940, -3.125)
N (-1.450, -4.753, 1.618)
C (-2.312, -3.925, 0.953)
N (-2.674, -2.839, 1.688)
O (-2.695, -4.038, -0.218)
H (-1.129, -5.511, 1.037)
H (-0.850, -4.331, 2.301)
H (-2.665, -2.856, 2.706)
H (-3.288, -2.185, 1.226)

Calculated values
**Energy**: -84977.721 eV
**HOMO-LUMO gap**: 0.3183 hartree
**SMILES**: COCCNCCOC.COCCNCCOC.COCCNCCOC.COCCNCCOC.NC(N)=O.NC(N)=O.NC(N)=O.NC(N)=O.NC(N)=O.NC(N)=O
**Lowest unoccupied orbital energy**: 0.22 eV